The following is a quantum chemistry calculation of a molecular structure, C15H17BiN2S2, from the Open Molecules 2025 dataset.

```
! wB97M-V def2-TZVPD RIJCOSX def2/J DEFGRID3
* xyz 2 1
C -2.899 -0.588 -2.482
C -2.899 0.738 -2.376
H -3.387 -1.221 -1.745
H -2.412 -1.096 -3.311
H -2.412 1.371 -3.113
H -3.387 1.246 -1.548
Bi -0.107 0.089 -0.686
C 1.561 -1.141 -1.494
C 1.160 -0.306 -2.547
C 1.858 1.117 -0.843
C 1.898 -0.266 -0.376
H 0.773 -0.630 -3.505
H 1.115 1.943 -2.764
H 2.128 1.993 -0.270
C 1.344 1.083 -2.147
H 2.276 -0.593 0.585
H 1.574 -2.222 -1.487
C 0.213 3.643 0.437
C 0.436 2.571 1.457
N 0.361 1.233 1.220
C 0.508 0.523 2.362
C 0.776 1.253 3.513
S 0.782 2.877 3.077
C 0.286 -0.893 2.257
C 0.313 -1.840 3.274
S -0.111 -3.316 2.582
C -0.312 -2.676 1.035
N -0.045 -1.350 1.030
C -0.739 -3.470 -0.155
H -0.634 4.284 0.758
H 1.127 4.267 0.346
H -0.034 3.210 -0.553
H 0.906 0.859 4.512
H 0.539 -1.662 4.317
H -0.001 -4.276 -0.347
H -1.732 -3.923 0.044
H -0.820 -2.831 -1.056
*
```

Properties
- F_max (eV/Å) = 11.45
- Kohn-Sham gap (eV) = 8.83
- energy (hartree) = -1701.55272

---

The following is a quantum chemistry calculation of a molecular structure, C32H41AsN2O7P2SSiTi, from the Open Molecules 2025 dataset.

```
! wB97M-V def2-TZVPD RIJCOSX def2/J DEFGRID3
* xyz -2 1
Ti 1.037 -1.351 0.907
O -1.030 -4.340 0.500
P 0.194 -4.294 1.538
O 0.101 -5.422 2.474
O 0.290 -2.873 2.081
O 1.493 -4.479 0.577
P 1.808 -3.775 -0.835
O 0.994 -4.690 -1.896
O 3.250 -3.798 -1.111
O 0.981 -2.488 -0.815
H -0.995 -3.576 -0.094
H 1.507 -5.483 -2.084
S 2.399 0.471 -0.670
C 2.103 0.444 -2.397
C 3.099 0.019 -3.288
C 2.905 0.063 -4.657
C 1.708 0.532 -5.190
C 0.702 0.944 -4.327
C 0.894 0.901 -2.950
As -0.497 1.226 -1.643
C -1.931 1.915 -2.816
C -2.255 3.257 -2.997
C -3.341 3.627 -3.782
C -4.115 2.662 -4.409
C -3.800 1.319 -4.240
C -2.724 0.955 -3.444
C 0.034 2.947 -0.886
C -0.690 3.400 0.212
C -0.366 4.604 0.826
C 0.692 5.363 0.347
C 1.427 4.909 -0.742
C 1.101 3.707 -1.354
H 4.023 -0.365 -2.876
H 3.693 -0.282 -5.319
H 1.555 0.566 -6.263
H -0.240 1.300 -4.729
H -1.659 4.024 -2.517
H -3.580 4.678 -3.906
H -4.962 2.952 -5.019
H -4.401 0.553 -4.717
H -2.503 -0.098 -3.299
H -1.497 2.797 0.619
H -0.927 4.929 1.694
H 0.958 6.295 0.832
H 2.269 5.486 -1.107
H 1.690 3.341 -2.186
C 1.815 1.787 2.609
C 0.382 1.361 2.673
C -0.540 2.071 3.424
C -1.884 1.682 3.351
C -2.276 0.659 2.532
C -1.304 -0.036 1.740
N 0.016 0.324 1.910
N -1.504 -0.959 0.826
Si -3.030 -1.437 0.219
C -2.734 -2.257 -1.459
C -4.195 0.036 -0.064
C -3.943 -2.652 1.335
H 2.464 0.921 2.477
H 2.095 2.350 3.502
H 1.952 2.422 1.729
H -0.217 2.908 4.027
H -2.628 2.206 3.943
H -3.316 0.366 2.472
H -1.731 -2.016 -1.826
H -3.454 -1.901 -2.202
H -2.824 -3.344 -1.408
H -3.633 0.943 -0.300
H -4.820 0.246 0.808
H -4.859 -0.167 -0.910
H -3.374 -3.580 1.423
H -4.934 -2.885 0.931
H -4.072 -2.242 2.340
C 3.565 -3.400 3.105
C 3.224 -1.904 3.114
C 4.520 -1.115 3.375
C 2.244 -1.615 4.253
C 2.665 -1.500 1.764
H 4.040 -3.691 4.051
H 4.245 -3.635 2.284
H 2.668 -4.005 2.976
H 4.922 -1.344 4.369
H 4.338 -0.039 3.320
H 5.278 -1.365 2.629
H 2.664 -1.947 5.210
H 1.297 -2.131 4.093
H 2.041 -0.543 4.329
H 3.440 -1.440 0.988
*
```

Properties
- F_max (eV/Å) = 0.73
- Kohn-Sham gap (eV) = 6.04
- energy (hartree) = -6336.32594
- energy above the lowest of the compared OMol25 structures with the same formula, charge and spin (eV) = 0.233